{"formula": "C30H36Cl2IN4O3PS2", "method": "ωB97M-V with the def2-TZVPD basis set", "homo_ev": -8.29, "e_tot_ev": -107899.5714, "homo_lumo_gap_ev": 8.41, "symbols": ["I", "Cl", "Cl", "S", "S", "P", "O", "O", "O", "N", "N", "N", "N", "C", "C", "C", "C", "C", "C", "C", "C", "C", "C", "C", "C", "C", "C", "C", "C", "C", "C", "C", "C", "C", "C", "C", "C", "C", "C", "C", "C", "C", "C", "H", "H", "H", "H", "H", "H", "H", "H", "H", "H", "H", "H", "H", "H", "H", "H", "H", "H", "H", "H", "H", "H", "H", "H", "H", "H", "H", "H", "H", "H", "H", "H", "H", "H", "H", "H"], "positions_angstrom": [[1.72374, -0.60244, 2.40080], [2.19567, -1.23652, -5.16834], [-0.33212, 0.49627, -5.17856], [-0.40237, -1.44516, 0.10598], [-2.19473, -5.33451, 0.46716], [0.62927, 2.96872, -3.14217], [2.72151, 3.44694, -0.98904], [-6.85172, -0.89699, 1.93810], [4.40743, 1.06715, -2.06299], [0.63770, 4.51684, -2.93836], [-0.55448, 0.22396, -2.51115], [-2.95892, -2.67562, 0.60164], [2.47365, 2.72865, 2.56942], [3.68324, 3.33026, -2.04294], [1.44003, 0.48056, 0.63920], [0.51271, 0.01121, -0.29298], [-2.28360, -0.56216, 7.50283], [1.00768, 1.90339, -1.70803], [4.99138, 0.01012, -1.31837], [-2.89097, -0.28950, -2.83508], [1.81511, -1.88536, -2.57927], [2.19344, 1.62446, 0.40487], [-1.87829, -0.72948, 5.13933], [-2.98657, -1.84688, -0.57771], [-4.05389, -0.92886, -2.47608], [-1.74454, -0.42837, -2.06491], [-4.13896, -1.72215, -1.33291], [3.18213, 2.14126, 1.42012], [0.32578, 0.70518, -1.49108], [-0.11704, -0.02048, 6.61378], [-2.73658, -0.85202, 6.22303], [5.81757, -0.90743, -2.20944], [-0.97441, -0.14467, 7.69844], [1.97076, 2.31753, -0.78208], [1.55375, -0.73178, -3.55342], [-5.45072, -2.39916, -1.01170], [-1.79718, -1.21150, -0.92417], [-5.87415, -2.49324, 0.45609], [-2.60963, -3.83643, 0.51776], [0.05266, -0.43836, -3.68050], [-5.63651, -1.22094, 1.26379], [4.81295, 2.37969, -1.71924], [-0.56808, -0.31478, 5.33471], [-2.95141, -0.66213, 8.34870], [3.80709, 2.90207, 0.96482], [0.09409, -0.22561, 4.48087], [-6.22040, -1.82191, -1.52973], [6.38926, -0.33472, -2.93647], [-5.30305, -0.39156, 0.63256], [2.20483, -2.74046, -3.12583], [2.61738, 3.72476, 2.62538], [3.81125, 1.32151, 1.76625], [-4.93311, -0.80765, -3.09484], [4.07092, 4.33348, -2.20146], [3.21943, 2.96189, -2.95663], [-2.22773, -0.95810, 4.13968], [-0.45922, -1.38590, -3.83565], [5.12328, 2.45302, -0.67422], [-0.61114, 2.50553, -3.56941], [5.17362, -1.60470, -2.74568], [0.87228, 4.81443, -2.00154], [-2.84388, 0.31633, -3.73000], [1.53562, 2.52933, -4.12766], [2.73650, 2.29575, 3.44087], [2.14037, 0.15044, -3.31532], [0.90388, 0.30686, 6.76643], [5.61349, 0.39035, -0.50486], [-5.45588, -3.38555, -1.48238], [6.48696, -1.50240, -1.58768], [2.55607, -1.60825, -1.83412], [-3.75883, -1.17426, 6.07116], [4.17699, -0.56987, -0.87525], [0.89708, -2.21612, -2.10351], [5.67552, 2.67677, -2.32975], [-0.62299, 0.08387, 8.69634], [-6.70666, -0.11901, 2.48365], [-4.84886, -1.40098, 2.00059], [-5.34202, -3.31608, 0.93257], [-6.93346, -2.73846, 0.50558]], "atomic_forces_ev_per_a": [[0.262, -0.092, -0.171], [0.022, 0.079, 0.038], [-0.097, -0.037, -0.208], [0.086, -0.029, 0.100], [0.040, -0.103, 0.067], [-0.142, 1.075, 0.433], [-0.086, -0.112, -0.195], [-0.051, 0.052, -0.089], [-0.163, 0.019, 0.274], [0.111, -0.293, 0.140], [0.783, -0.999, 0.240], [0.350, -0.595, -0.740], [-0.029, -0.152, -0.152], [0.190, 0.024, 0.228], [-0.132, 0.143, -0.274], [-0.084, -0.094, 0.175], [0.000, 0.005, 0.003], [0.180, 0.017, -0.210], [0.125, -0.291, -0.195], [0.165, 0.136, -0.147], [0.056, -0.012, -0.217], [0.016, -0.137, 0.046], [-0.013, -0.012, -0.006], [-0.021, -0.078, 0.407], [-0.178, -0.068, 0.034], [-0.281, 0.272, -0.262], [-0.121, 0.055, -0.050], [-0.244, 0.298, 0.431], [-0.053, 0.193, 0.014], [0.006, -0.002, -0.002], [-0.007, -0.003, -0.002], [-0.229, -0.105, 0.148], [-0.003, -0.002, -0.003], [0.031, -0.119, 0.150], [0.218, -0.286, -0.467], [-0.259, 0.250, -0.113], [0.110, 0.276, -0.091], [0.452, -0.230, 0.043], [-0.255, 0.438, 0.347], [-0.211, 0.219, 0.220], [-0.085, -0.075, 0.305], [0.222, 0.026, -0.394], [-0.010, -0.013, -0.035], [-0.006, 0.007, 0.004], [0.085, -0.124, -0.103], [-0.178, 0.077, 0.266], [0.016, -0.027, -0.100], [0.117, 0.019, 0.046], [-0.123, 0.030, -0.109], [0.020, -0.001, -0.003], [0.010, 0.028, 0.056], [0.101, -0.027, -0.125], [-0.053, -0.011, 0.006], [-0.112, 0.050, -0.032], [-0.031, 0.189, -0.144], [0.007, -0.003, -0.004], [-0.015, -0.017, -0.018], [-0.124, -0.038, 0.056], [0.051, -0.282, -0.113], [-0.002, 0.081, -0.144], [0.075, 0.160, -0.064], [-0.027, 0.050, 0.019], [-0.208, -0.254, -0.153], [0.035, 0.062, 0.057], [-0.131, 0.087, 0.130], [0.004, -0.001, 0.001], [-0.051, 0.180, 0.014], [-0.022, -0.095, 0.120], [0.110, -0.008, -0.070], [-0.131, 0.032, 0.170], [-0.004, -0.010, 0.002], [-0.007, 0.090, 0.194], [-0.019, 0.067, 0.253], [0.052, -0.054, -0.017], [0.003, 0.000, 0.005], [0.020, 0.009, 0.007], [0.065, 0.055, -0.031], [-0.130, -0.031, 0.050], [-0.068, 0.072, -0.049]]}